[1]
C29H48BrNOP2Pd as an isolated structure at a distorted geometry. Source: the Open Molecules 2025 dataset; level of theory: the ωB97M-V functional and the def2-TZVPD basis.

As for the HOMO energy (alpha / beta): -14.13 / -14.18 eV. The total charge is +2. The multiplicity is 3. As for the expectation value of S²: 2.06.

Each line ends with the Löwdin spin population.
Cartesian coordinates (Å):
C1 0.9840 -4.9509 4.0198  0.0441
C2 1.1309 -4.7402 2.6332  0.0210
C3 0.0520 -5.1266 1.7942  0.0433
C4 -1.0532 -5.7729 2.3716  -0.0086
N1 -1.1539 -5.9827 3.6827  0.0447
C5 -0.1677 -5.5967 4.4854  -0.0086
C6 2.3253 -4.1565 2.0659  0.2103
C7 3.0572 -3.3753 1.4408  0.0422
C8 3.4242 -2.2978 0.5748  0.1454
C9 3.6485 -1.0243 1.1406  0.0614
C10 3.0105 0.0521 0.5292  0.0459
C11 2.3199 -0.2092 -0.6518  0.2386
C12 2.6170 -1.2987 -1.4720  0.0369
C13 3.2261 -2.3957 -0.8321  0.0703
Pd1 0.8380 1.1474 -1.0296  0.2868
P1 -0.6543 0.1809 0.4059  0.0155
H1 0.0760 -4.9910 0.7078  0.0013
H2 1.7513 -4.6610 4.7363  0.0016
H3 -1.8686 -6.1354 1.7348  -0.0011
H4 -0.2821 -5.8159 5.5457  -0.0011
H5 3.4119 -3.3421 -1.3469  0.0015
H6 4.1000 -0.9040 2.1129  0.0014
H7 2.3326 -1.2978 -2.5189  0.0006
H8 2.9926 1.0353 0.9894  0.0041
C14 -1.8952 1.5053 0.6609  -0.0014
C15 -3.2456 1.1576 1.2967  0.0001
H9 -2.0545 1.9561 -0.3304  -0.0011
H10 -1.3776 2.2735 1.2579  0.0003
H11 -3.8566 2.0717 1.3457  0.0000
H12 -3.8145 0.4242 0.7133  0.0000
H13 -3.1394 0.7863 2.3229  0.0000
C16 -1.5562 -1.3706 -0.0183  -0.0028
C17 -2.3063 -2.1673 1.0681  -0.0005
H14 -0.7944 -2.0290 -0.4622  -0.0005
H15 -2.2612 -1.1232 -0.8274  -0.0002
H16 -2.7989 -3.0431 0.6131  -0.0001
H17 -1.6362 -2.5638 1.8426  0.0003
H18 -3.1013 -1.5863 1.5573  0.0000
C18 0.0929 -0.1752 2.0384  0.0065
C19 -0.8241 -0.1923 3.2693  0.0021
H19 0.8645 0.5972 2.1871  0.0007
H20 0.6131 -1.1437 1.9380  -0.0001
H21 -0.2565 -0.5574 4.1413  0.0005
H22 -1.1917 0.8126 3.5144  0.0001
H23 -1.6875 -0.8604 3.1520  0.0000
Br1 0.6546 3.6088 -1.5310  0.1234
P2 -0.9285 0.7523 -3.3522  0.3635
C20 -2.6847 0.3389 -2.9974  0.0478
C21 -3.7231 0.8347 -4.0026  0.0177
H24 -2.8944 0.7644 -2.0005  0.0044
H25 -2.7442 -0.7547 -2.8926  -0.0001
H26 -4.7135 0.4705 -3.6973  0.0039
H27 -3.7704 1.9290 -4.0234  0.0004
H28 -3.5425 0.4664 -5.0220  0.0000
C22 -0.9445 2.3125 -4.3304  0.0392
C23 -0.6878 2.2151 -5.8274  0.0109
H29 -0.1650 2.9244 -3.8427  0.0031
H30 -1.8939 2.8297 -4.1294  0.0015
H31 -0.5116 3.2273 -6.2094  0.0029
H32 0.2030 1.6185 -6.0459  0.0006
H33 -1.5437 1.8074 -6.3818  -0.0001
C24 -0.2957 -0.5939 -4.4018  0.0470
C25 -1.2485 -1.1318 -5.4724  0.0207
H34 -0.0174 -1.3990 -3.6994  0.0029
H35 0.6397 -0.2300 -4.8540  -0.0004
H36 -0.7529 -1.9498 -6.0124  0.0041
H37 -2.1687 -1.5452 -5.0398  0.0004
H38 -1.5209 -0.3784 -6.2251  0.0000
C26 4.2676 3.4201 2.2664  -0.0001
C27 3.0393 3.0193 3.0613  0.0002
O1 1.8598 2.8654 2.2556  0.0026
C28 1.3060 4.0976 1.7933  0.0010
C29 0.7251 4.9702 2.8859  0.0001
H39 4.4572 2.7323 1.4357  -0.0001
H40 5.1378 3.3980 2.9328  0.0000
H41 4.1738 4.4361 1.8749  0.0000
H42 3.1981 2.0295 3.5044  0.0000
H43 2.8447 3.7527 3.8638  0.0001
H44 2.0666 4.6406 1.2129  0.0005
H45 0.5423 3.8004 1.0637  0.0008
H46 1.5286 5.4602 3.4485  0.0000
H47 0.1214 5.7526 2.4172  0.0000
H48 0.0959 4.3947 3.5739  0.0000

=====

[2]
C29H48BrNOP2Sn as an isolated structure at a distorted geometry. Source: the Open Molecules 2025 dataset; level of theory: the ωB97M-V functional and the def2-TZVPD basis.

As for the HOMO energy (alpha / beta): -18.97 / -18.97 eV. The total charge is +4.

Each line ends with the Mulliken charge.
Cartesian coordinates (Å):
C1 2.1256 -1.1214 4.3931  -0.3859
C2 1.7759 -1.9043 3.2662  0.6932
C3 0.9327 -3.0269 3.4839  -0.2947
C4 0.2491 -3.1124 4.6956  -0.5801
N1 0.4479 -2.2323 5.6805  -0.3812
C5 1.3809 -1.2865 5.5642  -0.4401
C6 2.1896 -1.5266 1.9684  0.2437
C7 2.2266 -1.2171 0.7533  -0.5785
C8 2.9407 -1.2500 -0.4935  1.5251
C9 2.4761 -0.6056 -1.6513  -0.3229
C10 3.0060 -0.8658 -2.9009  -1.2191
C11 4.0943 -1.7124 -2.9598  -0.1073
C12 4.7260 -2.2316 -1.8270  -0.5691
C13 4.1290 -2.0125 -0.5854  -0.6259
Sn1 -0.0044 -0.0543 -0.4499  0.3835
P1 -1.6076 0.4442 1.6193  0.7347
H1 0.7961 -3.8012 2.7244  0.5660
H2 2.9312 -0.3846 4.3539  0.5225
H3 -0.4929 -3.8953 4.8678  0.4401
H4 1.5323 -0.6217 6.4208  0.4244
H5 4.5439 -2.4353 0.3263  0.5617
H6 1.6965 0.2000 -1.7236  0.3881
H7 5.6413 -2.7962 -1.9323  0.5175
H8 2.5721 -0.4002 -3.7863  0.6112
C14 -3.0348 1.4515 1.0297  -0.6429
C15 -4.3178 1.3565 1.8486  -1.3438
H9 -3.2297 1.1271 -0.0054  0.4869
H10 -2.6909 2.4965 0.9712  0.5134
H11 -5.0882 1.9655 1.3610  0.4442
H12 -4.7007 0.3308 1.9073  0.3230
H13 -4.2015 1.7464 2.8675  0.3005
C16 -2.3308 -1.0828 2.3629  -0.2310
C17 -2.7629 -0.9738 3.8214  -1.4918
H14 -1.5596 -1.8635 2.2637  0.3268
H15 -3.1784 -1.3957 1.7309  0.4531
H16 -3.2311 -1.9164 4.1306  0.4433
H17 -1.9108 -0.8091 4.4933  0.2982
H18 -3.5044 -0.1832 3.9916  0.3172
C18 -0.8058 1.3827 2.9745  -0.0739
C19 -1.7429 2.2105 3.8504  -1.3334
H19 -0.0724 2.0485 2.4899  0.4324
H20 -0.2258 0.6684 3.5806  0.0578
H21 -1.1495 2.7609 4.5903  0.4542
H22 -2.3076 2.9500 3.2705  0.3489
H23 -2.4548 1.5963 4.4152  0.2654
Br1 4.6820 -2.0812 -4.7226  -0.0163
P2 -1.3756 -1.7752 -2.0881  0.9832
C20 -3.0734 -2.1106 -1.5005  -0.4237
C21 -4.0794 -2.4578 -2.5914  -1.3002
H24 -3.3916 -1.2093 -0.9480  0.2812
H25 -3.0077 -2.9253 -0.7637  0.4526
H26 -5.0726 -2.5627 -2.1424  0.4262
H27 -4.1523 -1.6837 -3.3625  0.3462
H28 -3.8471 -3.4118 -3.0806  0.3142
C22 -1.4745 -1.0790 -3.7753  -0.5493
C23 -1.4204 -2.0624 -4.9371  -1.2770
H29 -0.6422 -0.3591 -3.8430  0.3225
H30 -2.4014 -0.4890 -3.8191  0.5088
H31 -1.3970 -1.4958 -5.8744  0.4335
H32 -0.5286 -2.6977 -4.9191  0.3256
H33 -2.3053 -2.7091 -4.9759  0.3018
C24 -0.4469 -3.3516 -2.1424  -0.5655
C25 -1.2717 -4.6040 -2.4178  -1.3257
H34 0.0574 -3.4345 -1.1655  0.3997
H35 0.3466 -3.2372 -2.8967  0.4502
H36 -0.6186 -5.4806 -2.3602  0.4218
H37 -2.0757 -4.7559 -1.6910  0.3439
H38 -1.7135 -4.6044 -3.4205  0.3178
C26 3.1358 2.7273 -1.0157  -1.2514
C27 1.8202 2.8855 -0.2972  -0.1547
O1 0.7265 2.2000 -0.9757  -0.1778
C28 0.3389 2.8756 -2.2077  -0.1375
C29 -0.1932 4.2609 -1.9388  -1.3501
H39 3.4094 1.6768 -1.1460  0.2583
H40 3.9078 3.2122 -0.4183  0.4955
H41 3.1295 3.2207 -1.9898  0.3758
H42 1.8432 2.4443 0.7076  0.0478
H43 1.5316 3.9434 -0.2198  0.5088
H44 1.2120 2.9056 -2.8745  0.3359
H45 -0.4117 2.2226 -2.6678  0.2483
H46 0.6218 4.9672 -1.7762  0.4116
H47 -0.7486 4.6057 -2.8103  0.4638
H48 -0.8643 4.2842 -1.0785  0.2983

=====

[3]
C29H48BrNOP2Sr as an isolated structure at a distorted geometry. Source: the Open Molecules 2025 dataset; level of theory: the ωB97M-V functional and the def2-TZVPD basis.

As for the HOMO energy (alpha / beta): -11.26 / -11.26 eV. The total charge is +2.

Each line ends with the Mulliken charge.
Cartesian coordinates (Å):
N1 -5.3770 4.8146 -3.4307  -0.4841
C1 -5.2966 5.3222 -2.2023  -0.3460
C2 -4.2406 5.0574 -1.3291  -0.6033
C3 -3.1814 4.2137 -1.7641  0.6493
C4 -3.3129 3.6580 -3.0646  -0.3842
C5 -4.4087 4.0005 -3.8606  -0.4067
C6 -2.0416 3.8663 -0.9372  0.3819
Sr1 0.5493 3.0727 0.4422  1.9850
P1 4.8765 -0.0855 0.3633  -0.1856
C7 -1.0973 2.9478 -1.4286  -1.9847
C8 -1.2947 1.5129 -1.3523  1.5913
C9 -0.5930 0.6901 -2.2535  -1.2012
C10 -0.6919 -0.6779 -2.1986  -1.0738
C11 -1.3460 -1.2929 -1.0944  0.7116
C12 -2.1729 -0.4846 -0.2904  -1.1992
C13 -2.1506 0.9072 -0.3933  -0.3904
Br1 1.2070 -0.7165 0.2865  -0.4800
H1 -1.9550 4.3535 0.0519  0.2074
H2 -0.3695 3.2508 -2.2031  0.5260
H3 -4.2565 5.5002 -0.3360  0.3669
H4 -2.5748 2.9640 -3.4772  0.3100
H5 -6.1216 5.9777 -1.9017  0.3678
H6 -4.4925 3.6044 -4.8727  0.3814
H7 0.0718 1.1615 -2.9944  0.4778
H8 -2.7819 1.5334 0.2413  0.5660
H9 -0.1709 -1.2694 -2.9463  -0.0948
H10 -2.7918 -0.9730 0.4694  0.5438
P2 -1.0741 -3.0265 -0.6547  1.1135
C14 4.2369 1.5913 0.5669  0.4525
C15 5.3186 2.5931 0.1383  -1.3142
H11 3.9753 1.7063 1.6293  0.3675
H12 3.3293 1.6689 -0.0511  -0.4417
H13 5.0395 3.6115 0.4252  0.3598
H14 6.2826 2.3587 0.6085  0.3763
H15 5.4720 2.5767 -0.9471  0.3512
C16 4.2936 -0.6998 -1.2544  0.6247
C17 5.0963 -1.8994 -1.7782  -1.3151
H16 4.3658 0.1389 -1.9620  0.3880
H17 3.2261 -0.9481 -1.1112  -0.7906
H18 4.7526 -2.1803 -2.7830  0.3846
H19 6.1626 -1.6493 -1.8467  0.3920
H20 4.9965 -2.7760 -1.1261  0.2953
C18 4.1552 -1.2549 1.5762  0.3240
C19 5.1101 -1.6407 2.7140  -1.3924
H21 3.8352 -2.1556 1.0283  0.1774
H22 3.2428 -0.7758 1.9606  -0.0740
H23 4.6357 -2.3907 3.3563  0.3892
H24 6.0341 -2.0776 2.3198  0.3500
H25 5.3607 -0.7758 3.3349  0.3278
C20 -0.7177 -3.0817 1.1269  0.0359
C21 -0.7572 -4.4607 1.7475  -1.4349
H26 -1.4161 -2.3961 1.6270  0.3893
H27 0.2937 -2.6254 1.2188  0.0569
H28 -1.7840 -4.7654 1.9638  0.3257
H29 -0.2945 -5.2285 1.1191  0.3399
H30 -0.2093 -4.4455 2.6955  0.4105
C22 0.3114 -3.6926 -1.6150  -0.3114
C23 0.0820 -3.8574 -3.1188  -1.2309
H31 0.5474 -4.6668 -1.1578  0.5261
H32 1.1688 -3.0335 -1.4023  0.1229
H33 -0.6783 -4.6166 -3.3266  0.3638
H34 -0.2276 -2.9356 -3.6165  0.3331
H35 1.0170 -4.1822 -3.5867  0.4127
C24 -2.6234 -3.9019 -0.9715  -0.5461
C25 -3.8877 -3.4691 -0.2258  -1.2414
H36 -2.4023 -4.9583 -0.7523  0.4636
H37 -2.7686 -3.8141 -2.0583  0.5124
H38 -4.2099 -2.4593 -0.4983  0.3006
H39 -4.6858 -4.1580 -0.5118  0.4210
H40 -3.7773 -3.5278 0.8639  0.2943
C26 -1.9489 2.2577 4.2711  -0.6142
C27 -0.9188 1.1108 4.2575  -0.6118
C28 0.0258 1.3831 3.0911  0.4097
O1 -0.5494 2.5196 2.3549  -0.3990
C29 -1.8042 2.9965 2.9466  -0.5567
H41 -2.9680 1.8828 4.4111  0.3329
H42 -1.7070 2.9408 5.0923  0.2424
H43 -1.4098 0.1405 4.1211  0.2603
H44 -0.3720 1.0665 5.2069  0.3716
H45 1.0374 1.6690 3.4064  0.2529
H46 0.1183 0.5585 2.3714  -0.4192
H47 -2.6003 2.7611 2.2333  0.1771
H48 -1.7159 4.0853 3.0480  0.4317

=====

Calculated values (eV) of total energy for the records, taken in order: -126470.20953, -128795.75829, -123828.89105.